(w)
Entry from the OMol25 dataset: C29H32N5O7OsS4 as an isolated structure (ωB97M-V/def2-TZVPD).

Geometry as ORCA input:
```
! RIJCOSX wB97M-V def2-TZVPD def2/J DEFGRID3
* xyz 1 1
Os -0.98145 0.51405 0.50236
N -2.24750 0.12449 2.19772
C -3.53915 -0.39207 1.70765
C -3.91138 0.35566 0.42406
O -5.05755 0.60234 0.12725
N -2.81422 0.72454 -0.31852
C -3.00509 1.84153 -1.13177
C -2.50504 3.20580 -0.22730
O -2.69615 4.23911 -0.80329
O -2.03566 2.86243 0.84807
H -1.89693 -0.45162 2.96127
H -2.38646 1.07381 2.55655
H -4.35417 -0.24804 2.42492
H -3.44678 -1.45878 1.48213
H -4.05466 2.02325 -1.36714
H -2.35971 1.87088 -2.00595
O -1.07993 -2.07837 0.89331
S -1.20981 -3.26438 1.79522
C 0.39086 -3.40186 2.75660
C 1.57015 -4.09511 2.09637
C 2.14896 -3.28595 0.93741
C 2.97005 -2.07954 1.38491
S 2.39119 -0.47473 0.66069
O 0.99993 -0.35741 1.20913
C 2.22445 -1.14035 -1.03121
C 3.37722 -1.34397 -1.77334
C 3.27839 -1.87886 -3.04753
C 2.03780 -2.20838 -3.57101
C 0.89083 -1.98633 -2.83025
C 0.98338 -1.45269 -1.55647
C -1.08308 -4.68604 0.67202
C -1.10603 -4.43509 -0.68771
C -1.14231 -5.49208 -1.57826
C -1.16897 -6.79339 -1.10350
C -1.13839 -7.03652 0.26125
C -1.10363 -5.98289 1.15850
H 0.10390 -3.91924 3.67066
H 0.62567 -2.36453 2.99611
H 1.26436 -5.07638 1.72647
H 2.34428 -4.26053 2.84985
H 1.31528 -2.95681 0.32223
H 2.76554 -3.94133 0.32270
H 4.01699 -2.17072 1.10439
H 2.91357 -1.92293 2.46249
H 4.33869 -1.09509 -1.35292
H 4.16913 -2.03155 -3.63560
H 1.96753 -2.64000 -4.55534
H -0.07718 -2.23040 -3.23939
H 0.08333 -1.29247 -0.96753
H -1.11990 -3.41302 -1.03059
H -1.17019 -5.29870 -2.63906
H -1.22862 -7.61962 -1.79608
H -1.15512 -8.05111 0.62742
H -1.10512 -6.17133 2.22096
N -0.84896 8.33694 -0.61769
C -0.26480 7.25911 -0.04921
C 1.07313 6.93790 -0.34395
C 1.65728 5.82343 0.21626
C 0.92767 5.03014 1.08934
C -0.38035 5.34773 1.42377
C -0.97492 6.45565 0.86338
S 1.65529 3.51665 1.67211
O 1.44790 3.32482 3.06953
O 2.98745 3.37749 1.13617
N 0.73498 2.37653 0.87818
C 0.87741 2.22278 -0.39663
S 1.98991 3.04688 -1.45966
C 1.25651 2.21428 -2.79246
C 0.28309 1.36670 -2.38043
N 0.07914 1.34665 -1.03574
H -0.35716 8.87580 -1.30768
H -1.82331 8.52482 -0.46262
H 1.63418 7.56850 -1.01526
H 2.67892 5.55353 0.00065
H -0.91712 4.71123 2.10821
H -1.99379 6.71269 1.10416
H 1.59654 2.37769 -3.79435
H -0.31026 0.73438 -3.01694
*
```

Calculated values
Kohn-Sham gap (alpha / beta) (eV): 4.5 / 4.3
LUMO (alpha / beta) (eV): -5.4 / -5.5

The molecule's Mulliken atomic charges, reported in e, are given here: atom 1 (Os): 1.91, atom 2 (N): -0.54, atom 3 (C): -0.13, atom 4 (C): 0.50, atom 5 (O): -0.58, atom 6 (N): -0.08, atom 7 (C): -1.06, atom 8 (C): 0.83, atom 9 (O): -0.61, atom 10 (O): -0.44, atom 11 (H): 0.25, atom 12 (H): 0.35, atom 13 (H): 0.53, atom 14 (H): 0.00, atom 15 (H): 0.57, atom 16 (H): 0.23, atom 17 (O): -0.74, atom 18 (S): -0.03, atom 19 (C): -0.66, atom 20 (C): -1.20, atom 21 (C): 0.82, atom 22 (C): -1.21, atom 23 (S): 0.14, atom 24 (O): -0.25, atom 25 (C): 0.51, atom 26 (C): -0.96, atom 27 (C): -0.79, atom 28 (C): -0.81, atom 29 (C): -1.14, atom 30 (C): 0.43, atom 31 (C): 0.74, atom 32 (C): -0.17, atom 33 (C): -0.80, atom 34 (C): -0.56, atom 35 (C): -0.56, atom 36 (C): -0.55, atom 37 (H): 0.61, atom 38 (H): 0.30, atom 39 (H): 0.38, atom 40 (H): 0.48, atom 41 (H): -0.73, atom 42 (H): 0.59, atom 43 (H): 0.48, atom 44 (H): 0.67, atom 45 (H): 0.53, atom 46 (H): 0.45, atom 47 (H): 0.45, atom 48 (H): 0.63, atom 49 (H): 0.90, atom 50 (H): 0.24, atom 51 (H): 0.44, atom 52 (H): 0.41, atom 53 (H): 0.42, atom 54 (H): 0.46, atom 55 (N): -0.49, atom 56 (C): 1.16, atom 57 (C): -0.79, atom 58 (C): -0.40, atom 59 (C): -0.34, atom 60 (C): -0.30, atom 61 (C): -0.92, atom 62 (S): 1.22, atom 63 (O): -0.77, atom 64 (O): -0.66, atom 65 (N): -0.55, atom 66 (C): 0.56, atom 67 (S): -0.07, atom 68 (C): -0.74, atom 69 (C): -1.23, atom 70 (N): 0.40, atom 71 (H): 0.18, atom 72 (H): 0.19, atom 73 (H): 0.33, atom 74 (H): 0.61, atom 75 (H): 0.55, atom 76 (H): 0.29, atom 77 (H): 0.52, atom 78 (H): 0.60

(x)
Entry from the OMol25 dataset: C29H32N5O7OsS4 as an isolated structure (ωB97M-V/def2-TZVPD).

Geometry as ORCA input:
```
! RIJCOSX wB97M-V def2-TZVPD def2/J DEFGRID3
* xyz 1 1
Os -0.38751 0.33311 -0.27679
N 0.27872 1.28486 1.53480
C 0.21621 0.29653 2.61934
C -0.99599 -0.55468 2.40315
O -1.62839 -1.01984 3.30279
N -1.32286 -0.72693 1.02842
C -2.69031 -0.99553 0.76847
C -3.33968 0.45323 0.46440
O -4.53146 0.44632 0.30040
O -2.43003 1.35653 0.44967
H 1.17187 1.76427 1.54462
H -0.45056 1.98526 1.66917
H 0.15195 0.74866 3.60566
H 1.09633 -0.34082 2.57771
H -3.21342 -1.40389 1.62616
H -2.87739 -1.55259 -0.14360
O 1.92311 -0.53047 0.26584
S 3.27680 -0.28025 0.89151
C 4.16482 0.92172 -0.17222
C 4.90254 0.40589 -1.39882
C 3.94874 -0.10542 -2.47887
C 3.23079 1.02264 -3.22674
S 1.41570 0.89909 -3.18859
O 1.13621 1.03456 -1.68817
C 1.33174 -0.83774 -3.65211
C 1.52942 -1.13166 -4.99486
C 1.51122 -2.45337 -5.41105
C 1.29888 -3.47057 -4.48942
C 1.08818 -3.16370 -3.15192
C 1.10506 -1.84143 -2.72947
C 4.20647 -1.77694 0.59725
C 3.53931 -2.87059 0.07310
C 4.21369 -4.07885 -0.04964
C 5.53440 -4.18167 0.36361
C 6.19306 -3.07379 0.88523
C 5.52946 -1.86476 1.01302
H 4.85107 1.42240 0.51460
H 3.36954 1.62197 -0.44482
H 5.58144 -0.39782 -1.11887
H 5.51694 1.22015 -1.79262
H 3.22063 -0.75314 -1.99247
H 4.49992 -0.72365 -3.18641
H 3.49609 1.06495 -4.28347
H 3.43221 2.00124 -2.78499
H 1.70251 -0.33257 -5.70913
H 1.65469 -2.68941 -6.45729
H 1.30010 -4.50308 -4.81513
H 0.91218 -3.95438 -2.43230
H 0.95906 -1.60378 -1.68549
H 2.50047 -2.77280 -0.21241
H 3.69964 -4.94241 -0.45136
H 6.05011 -5.13014 0.29381
H 7.22380 -3.15640 1.20384
H 6.03595 -1.00557 1.44062
N -7.58925 3.47476 -1.70849
C -6.23955 3.51525 -1.90808
C -5.71168 3.50780 -3.20732
C -4.34735 3.52210 -3.40405
C -3.49486 3.56513 -2.30465
C -4.00358 3.61031 -1.00954
C -5.36171 3.58816 -0.81361
S -1.77376 3.44072 -2.55562
O -1.06014 4.38755 -1.75625
O -1.52016 3.36435 -3.97224
N -1.38685 1.95015 -1.92887
C -1.73561 0.83421 -2.53929
S -2.56429 0.56873 -4.04623
C -2.54972 -1.14424 -3.72901
C -1.91323 -1.42837 -2.58718
N -1.42891 -0.31716 -1.91651
H -8.21518 3.36770 -2.48308
H -7.96308 3.40666 -0.78155
H -6.38534 3.48605 -4.05603
H -3.92407 3.51227 -4.39976
H -3.32319 3.64838 -0.17041
H -5.76993 3.61209 0.18952
H -2.99457 -1.84101 -4.42053
H -1.75954 -2.41477 -2.17581
*
```

Calculated values
Kohn-Sham gap (alpha / beta) (eV): 4.9 / 4.9
LUMO (alpha / beta) (eV): -4.9 / -4.9

The molecule's Mulliken atomic charges, reported in e, are given here: atom 1 (Os): 1.79, atom 2 (N): -0.48, atom 3 (C): -0.02, atom 4 (C): 0.45, atom 5 (O): -0.56, atom 6 (N): 0.10, atom 7 (C): -0.95, atom 8 (C): 0.83, atom 9 (O): -0.62, atom 10 (O): -0.52, atom 11 (H): 0.25, atom 12 (H): 0.35, atom 13 (H): 0.55, atom 14 (H): -0.05, atom 15 (H): 0.57, atom 16 (H): 0.16, atom 17 (O): -0.67, atom 18 (S): -0.01, atom 19 (C): -0.60, atom 20 (C): -1.22, atom 21 (C): 0.68, atom 22 (C): -1.19, atom 23 (S): 0.11, atom 24 (O): -0.25, atom 25 (C): 0.69, atom 26 (C): -1.00, atom 27 (C): -0.80, atom 28 (C): -0.74, atom 29 (C): -1.08, atom 30 (C): 0.18, atom 31 (C): 0.79, atom 32 (C): -0.18, atom 33 (C): -0.84, atom 34 (C): -0.57, atom 35 (C): -0.57, atom 36 (C): -0.55, atom 37 (H): 0.61, atom 38 (H): 0.24, atom 39 (H): 0.40, atom 40 (H): 0.47, atom 41 (H): -0.68, atom 42 (H): 0.62, atom 43 (H): 0.50, atom 44 (H): 0.67, atom 45 (H): 0.53, atom 46 (H): 0.44, atom 47 (H): 0.44, atom 48 (H): 0.56, atom 49 (H): 0.87, atom 50 (H): 0.29, atom 51 (H): 0.44, atom 52 (H): 0.40, atom 53 (H): 0.42, atom 54 (H): 0.45, atom 55 (N): -0.49, atom 56 (C): 1.17, atom 57 (C): -0.73, atom 58 (C): -0.38, atom 59 (C): -0.29, atom 60 (C): -0.42, atom 61 (C): -0.86, atom 62 (S): 1.23, atom 63 (O): -0.78, atom 64 (O): -0.68, atom 65 (N): -0.53, atom 66 (C): 0.63, atom 67 (S): -0.09, atom 68 (C): -0.67, atom 69 (C): -1.28, atom 70 (N): 0.36, atom 71 (H): 0.18, atom 72 (H): 0.19, atom 73 (H): 0.31, atom 74 (H): 0.55, atom 75 (H): 0.50, atom 76 (H): 0.28, atom 77 (H): 0.50, atom 78 (H): 0.60

Short version: (x) is the most stable of them.